Record 1
Molecular formula: CH2N4O
Method: DFT, ωB97M-V/def2-TZVPD

Values from the calculation:
Energy relative to the best compared isomer or geometry (same formula, charge and spin)   2.572 eV
Multiplicity   1
Charge   0
LUMO level   -0.2 eV
Kohn-Sham gap   9.777 eV
Electronic energy   -9073.726 eV

Each line ends with the Löwdin charge.
Atoms and positions in Å:
C  -0.7363  -0.1104  -0.0183  -0.732
H  1.8552  0.8498  0.8683  0.208
H  -0.5777  1.8780  -0.4337  0.225
N  0.1133  -1.2156  -0.0205  0.159
N  1.2756  -0.6588  -0.0176  -0.053
N  1.3355  0.6320  -0.1065  0.000
N  -0.1046  0.9994  0.0425  0.100
O  -1.8998  -0.0455  0.0488  0.094


Record 2
Molecular formula: C11H13BNO3
Method: DFT, ωB97M-V/def2-TZVPD

Values from the calculation:
Multiplicity   1
Charge   +1
LUMO level   -5.1 eV
Kohn-Sham gap   6.996 eV
Electronic energy   -19915.746 eV

Each line ends with the Löwdin charge.
Atoms and positions in Å:
O  -1.4463  -2.8811  3.4777  -0.117
C  -0.9746  -3.5670  2.2616  -0.224
C  -1.9658  -3.2741  0.9935  -0.117
C  -1.1932  -2.1384  0.1215  -0.128
C  -0.5166  -2.4189  -1.2698  0.046
C  0.2405  -1.2344  -1.9841  0.013
C  0.3271  0.1733  -1.3137  -0.090
C  1.0926  1.4164  -1.9149  0.100
C  1.0910  2.7704  -1.1153  -0.017
B  1.8874  4.0993  -1.6762  -0.421
O  1.3371  5.4257  -1.4024  0.082
O  3.1117  3.8807  -2.4096  0.107
N  0.3749  2.9022  0.1599  0.068
C  -0.3498  1.8268  0.8050  0.086
C  -0.3867  0.4344  0.0827  -0.072
C  -1.1413  -0.7208  0.8106  0.043
H  -0.5971  -2.6043  3.9102  0.100
H  0.0544  -3.0852  2.0271  0.125
H  -0.8755  -4.6996  2.4086  0.126
H  -2.9507  -2.7715  1.3405  0.133
H  -2.1745  -4.2168  0.3851  0.116
H  -0.5769  -3.4745  -1.7189  0.119
H  0.7456  -1.4115  -2.9947  0.111
H  1.6227  1.2900  -2.9218  0.134
H  1.6723  5.6594  -0.4963  0.118
H  3.6755  3.2837  -1.8523  0.124
H  0.3986  3.8212  0.6472  0.161
H  -0.8478  2.0571  1.8087  0.151
H  -1.6346  -0.5422  1.8298  0.122


Record 3
Molecular formula: C15H40BaNO12P2
Method: DFT, ωB97M-V/def2-TZVPD

Values from the calculation:
Energy relative to the best compared isomer or geometry (same formula, charge and spin)   7.914 eV
Multiplicity   1
Charge   -1
LUMO level   1.6 eV
Kohn-Sham gap   4.172 eV
Electronic energy   -61533.606 eV

Each line ends with the Löwdin charge.
Atoms and positions in Å:
Ba  -3.9616  5.3824  -4.1934  1.522
O  -1.7315  6.7505  -1.4160  -0.647
H  -1.1495  6.4457  -0.6929  -0.203
O  -0.9335  3.4544  -4.4629  -0.614
H  -0.6247  2.5784  -4.7660  -0.201
O  -1.5952  7.8672  -5.2417  -0.597
H  -2.3607  8.4584  -5.3799  -0.234
C  -5.9313  6.0972  0.4039  -0.316
O  -5.8654  5.2199  -0.4675  -0.048
N  -6.8202  6.0200  1.3875  -0.175
C  -6.9499  7.0019  2.4958  -0.054
C  -7.7658  4.9406  1.4879  -0.067
H  -5.1530  6.8749  0.4448  0.149
H  -7.3659  6.5775  3.4095  0.075
H  -7.6133  7.8526  2.3397  0.078
H  -6.0465  7.4209  2.9391  0.086
H  -8.8426  5.0995  1.4305  0.087
H  -7.7116  4.2866  0.6176  0.077
H  -7.4027  4.4420  2.3866  0.099
C  -9.3043  3.4073  -3.7883  -0.087
C  -10.1831  4.5070  -3.4134  -0.298
O  -10.5184  5.2835  -4.5842  -0.165
P  -9.6114  6.6096  -4.7570  0.478
O  -8.1394  6.3411  -4.7285  -0.262
O  -10.2416  7.2892  -6.1388  -0.194
C  -9.4822  7.5824  -7.2829  -0.309
C  -10.2626  7.8859  -8.5028  -0.079
O  -10.0965  7.6784  -3.7172  -0.195
C  -9.6040  9.0065  -3.6480  -0.245
C  -9.2358  9.3688  -2.1849  -0.044
H  -8.8713  3.0690  -2.8469  0.089
H  -9.7027  2.6335  -4.4445  0.090
H  -8.4289  3.7328  -4.3502  0.073
H  -11.1607  4.1378  -3.1037  0.122
H  -9.8308  5.0382  -2.5292  0.121
H  -9.0445  8.5283  -6.9637  0.116
H  -8.7579  6.7761  -7.3980  0.122
H  -10.6105  8.9140  -8.6030  0.080
H  -9.7907  7.5785  -9.4360  0.080
H  -11.1322  7.2297  -8.5395  0.080
H  -8.7861  9.0739  -4.3654  0.111
H  -10.4191  9.6236  -4.0260  0.118
H  -8.1563  9.2700  -2.0706  0.076
H  -9.4946  10.4035  -1.9604  0.070
H  -9.7700  8.7125  -1.4978  0.076
C  -4.1235  -0.1006  -2.0750  -0.072
C  -3.2323  -0.2610  -3.2947  -0.313
O  -4.0152  -0.7291  -4.3116  -0.194
P  -4.1007  0.0022  -5.7681  0.586
O  -4.7516  1.3753  -5.6000  -0.295
O  -2.5711  0.1074  -6.3918  -0.197
C  -2.2641  0.9391  -7.4877  -0.294
C  -1.1689  0.3919  -8.4047  -0.063
O  -4.8202  -1.1872  -6.6560  -0.199
C  -4.1027  -2.4131  -6.7900  -0.275
C  -5.0617  -3.3637  -7.4926  -0.078
H  -3.6776  0.5514  -1.3240  0.082
H  -4.9912  0.5117  -2.3203  0.069
H  -4.5409  -1.0368  -1.7042  0.073
H  -2.7444  0.6918  -3.5001  0.120
H  -2.4918  -1.0120  -3.0195  0.121
H  -3.1666  1.1779  -8.0503  0.111
H  -1.8428  1.8906  -7.1634  0.114
H  -1.4242  0.7921  -9.3859  0.074
H  -0.1539  0.6712  -8.1222  0.079
H  -1.2583  -0.6944  -8.4023  0.063
H  -3.2410  -2.1780  -7.4147  0.109
H  -3.7945  -2.8326  -5.8324  0.117
H  -4.5285  -4.2256  -7.8938  0.072
H  -6.0130  -3.6107  -7.0212  0.081
H  -5.2834  -3.0174  -8.5020  0.071


Record 4
Molecular formula: C33H52N3O17
Method: DFT, ωB97M-V/def2-TZVPD

Values from the calculation:
Energy relative to the best compared isomer or geometry (same formula, charge and spin)   3.775 eV
Multiplicity   1
Charge   -1
LUMO level   -1.1 eV
Kohn-Sham gap   4.341 eV
Electronic energy   -74314.835 eV

Each line ends with the Löwdin charge.
Atoms and positions in Å:
C  -24.2295  -25.3789  25.5879  -0.023
C  -24.0828  -24.6819  26.8253  -0.366
O  -24.9925  -24.2014  27.4000  0.157
N  -22.6405  -24.1011  27.0535  0.105
H  -22.0619  -24.8170  27.2774  0.072
H  -22.1472  -23.6851  26.2987  0.100
C  -22.3626  -23.0840  27.9893  -0.024
H  -25.1844  -26.1093  25.2959  0.150
H  -23.4474  -26.2714  25.5758  0.120
H  -23.9258  -25.0102  24.5662  0.086
H  -21.4192  -23.0011  28.4434  0.095
H  -22.9289  -23.3889  28.7750  0.061
H  -22.6064  -22.0293  27.4763  0.159
N  -19.3136  -25.4468  27.8567  -0.603
O  -19.6508  -25.5804  26.6538  -0.067
O  -18.1823  -24.9296  28.1101  -0.064
O  -20.1905  -25.3662  28.7185  -0.082
N  -20.5068  -23.2308  24.3431  -0.498
O  -19.5821  -23.5106  23.4988  -0.018
O  -20.2333  -22.5375  25.3723  -0.054
O  -21.5926  -23.9083  24.3699  -0.090
C  -26.9651  -27.9503  30.8137  -0.037
C  -25.4362  -27.6651  30.8940  -0.566
C  -25.1527  -26.5293  30.0386  -0.094
O  -25.2817  -27.1726  32.1723  -0.099
H  -27.2473  -28.3905  29.8919  0.060
H  -27.2473  -26.9808  30.8400  0.033
H  -27.2479  -28.5751  31.6411  0.074
H  -24.8036  -28.5632  30.6916  0.141
H  -25.6921  -25.5429  30.1339  0.099
H  -25.4228  -26.7595  28.8541  0.130
H  -24.0854  -26.3168  29.8863  0.075
H  -24.9901  -28.0029  32.8540  0.202
C  -24.0561  -28.6814  27.0642  -0.087
C  -22.8402  -28.4936  27.8449  -0.511
C  -21.6033  -29.3345  27.3510  -0.016
O  -22.5476  -27.1897  27.7646  -0.006
H  -24.3216  -29.7338  27.1924  0.088
H  -23.9830  -28.3965  26.0045  0.087
H  -25.0303  -28.4620  27.2840  0.037
H  -23.1827  -28.8090  28.8720  0.141
H  -21.2054  -29.2000  26.2957  0.110
H  -21.6153  -30.4369  27.4305  0.076
H  -20.7708  -29.1534  27.9230  0.036
H  -21.6708  -27.0453  27.9120  0.017
C  -29.6135  -24.3219  25.2359  -0.080
C  -28.3502  -25.0214  24.9634  -0.430
C  -27.1197  -24.3349  24.2884  -0.019
O  -27.7891  -25.3776  26.2929  -0.099
H  -29.5082  -23.5642  26.0836  0.070
H  -30.5398  -24.9429  25.6833  0.124
H  -29.8936  -23.7705  24.2876  0.094
H  -28.3280  -25.9759  24.4328  0.125
H  -27.3992  -24.0636  23.1454  0.145
H  -26.3317  -24.8290  23.9617  -0.017
H  -26.8617  -23.5667  24.8338  0.015
H  -28.4357  -25.6844  26.9062  0.053
C  -23.2552  -18.7289  25.0994  -0.089
C  -22.2984  -19.7933  24.6399  -0.551
C  -21.1598  -19.2019  23.8230  -0.009
O  -21.6375  -20.3411  25.6991  -0.100
H  -23.8267  -19.1842  25.9693  0.087
H  -23.8647  -18.2149  24.2319  0.108
H  -22.8125  -17.7897  25.4812  0.068
H  -22.9041  -20.4908  24.0167  0.143
H  -20.8379  -19.8824  23.3871  -0.041
H  -20.5836  -18.7443  24.3262  -0.017
H  -21.3876  -18.3692  23.0654  0.131
H  -21.0781  -21.1937  25.2696  0.117
C  -22.8613  -25.8113  21.6354  0.032
C  -21.7002  -25.4539  20.8750  0.071
C  -21.7082  -26.0288  19.4634  -0.371
O  -20.6452  -25.9413  18.8165  0.060
C  -22.9456  -26.7700  18.9870  0.096
C  -24.1376  -27.0006  19.8647  0.051
C  -24.0438  -26.5936  21.2396  -0.383
O  -25.0549  -26.7739  22.0161  0.033
H  -22.7315  -25.4063  22.7817  0.135
H  -20.8433  -24.9953  21.2851  0.092
H  -22.9718  -26.9886  17.8556  0.129
H  -24.8007  -27.6734  19.7006  0.035
C  -27.8752  -22.1603  28.9522  0.077
C  -28.4092  -21.5565  27.5750  0.114
C  -29.3491  -20.3135  27.7477  -0.383
O  -29.6047  -19.6685  26.7140  0.068
C  -29.9884  -20.1658  29.0560  0.082
C  -29.3754  -20.8568  30.2634  0.047
C  -28.3428  -21.8229  30.3270  -0.466
O  -27.9170  -22.2063  31.4426  0.079
H  -27.0261  -23.0445  29.0078  0.146
H  -27.9474  -22.0019  26.7312  0.061
H  -30.6327  -19.4545  29.1477  0.033
H  -29.8925  -20.6079  31.2794  0.143
C  -28.2011  -31.5579  25.9171  0.050
C  -27.9803  -30.1219  25.4593  0.075
C  -26.6555  -29.7058  24.8089  -0.437
O  -26.3950  -28.6045  24.3903  0.106
C  -25.7275  -30.8413  24.6868  0.069
C  -25.9392  -32.2508  25.2253  0.077
C  -27.1041  -32.5477  26.0626  -0.532
O  -27.2161  -33.4906  26.7317  0.141
H  -29.2281  -31.9031  26.2664  0.121
H  -28.9020  -29.4470  25.6017  0.119
H  -24.8249  -30.7116  24.1812  0.082
H  -25.0395  -32.9082  25.2735  0.118